Molecular formula: C28H34BrCl3N8O6SSiZr
Method: DFT, ωB97M-V with the def2-TZVPD basis set

```
83
Properties=species:S:1:pos:R:3:forces:R:3
Zr -0.03436 0.25063 -0.14624 0.1072 0.0398 0.2453
N 3.84277 -2.41106 0.80645 -0.0175 0.0226 -0.0200
C 2.86779 -1.55680 0.55189 0.0642 -0.0270 0.0249
S 1.40688 -1.59067 1.34592 -0.0244 0.0437 -0.0185
N 2.49680 -0.91307 -1.80519 0.0136 -0.0086 0.0095
N 1.13162 -1.16642 -1.66230 0.0352 0.0953 0.0637
C 0.67365 -2.14151 -2.36215 0.0156 -0.0683 -0.0545
C -0.66376 -2.65477 -2.35587 -0.0037 0.0311 0.0385
C -1.04930 -3.61113 -3.30382 0.0085 -0.0034 -0.0007
C -2.31953 -4.13557 -3.28569 -0.0101 -0.0106 -0.0144
C -3.21659 -3.71389 -2.29952 -0.0019 -0.0009 0.0061
C -2.85153 -2.79176 -1.34307 0.0268 0.0134 0.0001
C -1.56651 -2.24078 -1.36532 0.0097 0.0057 -0.0153
O -1.19521 -1.35726 -0.46536 -0.0677 -0.0412 -0.0741
H 3.72946 -3.12568 1.50690 -0.0010 -0.0010 0.0019
H 4.75549 -2.23366 0.40721 0.0037 -0.0034 0.0031
H 1.37745 -2.65665 -3.02189 -0.0052 -0.0042 0.0033
H -0.33732 -3.91706 -4.06255 -0.0045 -0.0034 -0.0012
H -2.62859 -4.85284 -4.03310 0.0010 -0.0006 0.0012
H -4.22442 -4.10924 -2.29363 -0.0010 0.0015 0.0027
H -3.54748 -2.44599 -0.59131 -0.0053 0.0008 -0.0037
C 0.57362 1.30554 3.87839 0.0452 0.0165 0.0537
C 1.02583 1.84119 2.56033 -0.0509 0.0011 -0.0627
O 0.30621 1.76866 1.54293 -0.0012 -0.0996 0.0389
N 2.20183 2.43535 2.45474 0.0102 -0.0182 0.0317
C 2.68121 2.83342 1.13424 0.0642 -0.0207 -0.0411
C 3.31663 1.65387 0.43302 -0.1221 0.0281 -0.0103
C 4.69013 1.63620 0.40771 0.0808 -0.0648 -0.0192
C 5.33357 0.62774 -0.36721 -0.0376 0.0618 0.0380
C 4.61054 -0.37751 -0.88258 -0.0140 -0.0470 -0.0219
C 3.14752 -0.48906 -0.55398 -0.0031 0.0146 -0.0517
N 2.50489 0.72065 -0.10658 0.0082 -0.0076 0.0202
H 0.41269 0.23321 3.76862 -0.0072 0.0011 -0.0238
H -0.38760 1.75396 4.12829 -0.0038 0.0027 -0.0118
H 1.29125 1.50048 4.67338 -0.0111 -0.0024 0.0028
H 2.83274 2.44915 3.23863 -0.0070 -0.0105 0.0042
H 3.42338 3.61566 1.27216 -0.0162 0.0165 -0.0125
H 1.83504 3.22850 0.57432 0.0058 -0.0054 0.0099
H 5.25098 2.44852 0.84469 0.0054 0.0051 -0.0069
H 6.38953 0.71126 -0.59604 0.0022 -0.0017 0.0022
H 5.03234 -1.08490 -1.58899 0.0105 0.0040 0.0064
H 2.97028 -1.72741 -2.19024 0.0030 0.0119 -0.0117
C -1.54787 4.55624 -3.20134 -0.0101 -0.0025 0.0050
N -1.01991 3.64652 -2.20513 0.0273 0.0079 -0.0205
C -2.20312 3.95473 -0.23915 0.0002 0.0004 0.0024
C 0.17518 3.04311 -2.21084 0.0045 -0.0105 -0.0534
N 0.54897 2.17962 -1.30793 -0.0643 -0.0225 0.0658
N 1.02430 3.45891 -3.24931 0.0009 0.0115 0.0208
C 0.67963 2.87247 -4.55055 -0.0062 -0.0098 -0.0141
C 2.44748 3.33418 -2.97445 0.0083 -0.0073 -0.0103
H -0.72324 5.03923 -3.71478 0.0053 0.0030 0.0017
H -2.14046 5.31574 -2.69342 -0.0006 -0.0033 0.0060
H -2.18798 4.02080 -3.90457 0.0005 0.0000 0.0000
H -2.49539 4.95629 -0.55985 -0.0049 0.0050 0.0007
H -0.81693 3.22191 0.87300 -0.0130 -0.0147 0.0109
H -3.02848 3.44855 0.26121 -0.0016 0.0005 -0.0058
H 1.51033 1.90859 -1.48799 -0.0001 -0.0023 -0.0249
H -0.39615 2.86169 -4.70251 0.0048 0.0056 -0.0036
H 1.02901 1.83605 -4.61812 0.0021 0.0071 0.0014
H 1.14781 3.46413 -5.33749 -0.0045 -0.0015 -0.0047
H 2.79727 2.29135 -2.96517 0.0030 -0.0031 0.0019
H 2.69063 3.79891 -2.01955 0.0004 0.0048 0.0006
H 2.98948 3.86030 -3.75950 -0.0017 -0.0013 0.0002
O -1.08120 4.09971 0.55646 0.0141 0.0238 0.0104
O -1.98026 3.11514 -1.37148 -0.0080 -0.0114 0.0071
Br -7.40627 0.59585 4.56811 -0.0010 0.0008 -0.0001
C -5.77497 0.53152 3.60886 0.0015 -0.0009 -0.0012
C -5.69786 1.13404 2.36348 -0.0024 0.0019 0.0021
C -4.49966 1.08917 1.66889 -0.0035 -0.0047 0.0113
C -3.40069 0.44208 2.22143 0.0038 -0.0109 0.0010
C -3.49999 -0.17350 3.46396 -0.0047 0.0087 -0.0008
C -4.69012 -0.12616 4.16952 -0.0002 -0.0053 0.0049
C -2.12152 0.39161 1.47489 0.0467 0.0498 -0.0333
O -1.16555 -0.32586 1.86020 -0.0213 0.0194 -0.0036
O -1.97947 1.09678 0.42205 -0.0504 0.0151 0.0087
H -6.56385 1.62186 1.93893 -0.0004 0.0006 0.0016
H -4.41786 1.52150 0.68060 0.0031 0.0033 -0.0016
H -2.64020 -0.69391 3.86489 -0.0012 0.0012 0.0030
H -4.78212 -0.59734 5.13788 0.0000 0.0000 0.0003
Cl -4.50513 0.40865 -1.83533 -0.0121 -0.0009 0.0224
Si -3.42961 0.99145 -3.61860 0.0280 -0.0099 0.0042
Cl -3.65953 -0.84224 -4.72316 -0.0116 -0.0122 -0.0199
Cl -1.30658 0.45922 -2.85672 -0.0349 -0.0020 -0.1283
```
Positions in Å, forces in eV/Å.

calculated total energy = -6666.48115 Ha
E_HOMO = -7.00 eV
energy above the lowest of the compared OMol25 structures with the same formula, charge and spin = 5.245 eV
E_LUMO = 0.0 eV
Kohn-Sham gap = 7.023 eV
largest force on an atom = 0.27 eV/A